(1)
Molecular formula: C33H32IIrN6O5
Method: DFT, wB97M-V/def2-TZVPD

Computed properties:
LUMO energy (spin up / spin down) ... -3.77 / -3.80 eV
Multiplicity ... 2
Charge ... +1
Frontier orbital gap (spin up / spin down) ... 6.202 / 6.247 eV
Energy above the lowest of the compared OMol25 structures with the same formula, charge and spin ... 78.82 kcal/mol
Strongest force on any atom ... 2.8 eV Å⁻¹
<S²> ... 0.753

```
78
Properties=species:S:1:pos:R:3:forces:R:3:lowdin_spin:R:1
Ir 1.08867 1.31857 -0.23018 0.1052 0.3727 0.3334 0.74
C 1.65245 -0.67747 3.63152 0.0011 -0.0228 0.0139 0.00
C 0.20599 -0.58270 3.24440 -0.0326 0.4403 -0.0188 0.00
N -0.68099 -0.43868 4.23434 -0.0695 -0.0532 -0.0601 0.00
C -1.93987 -0.16478 3.86813 0.1302 0.2765 0.1264 0.00
C -2.44543 -0.10909 2.59218 0.1868 -0.1153 -0.4054 0.00
C -3.84168 0.30746 2.28721 -0.0521 -0.0681 0.0687 0.00
O -4.49918 -0.73708 1.55505 -0.0737 -0.0757 -0.0091 0.00
C -1.56588 -0.49834 1.51621 -0.1396 -2.0059 1.9521 0.00
C -1.68485 0.84969 -1.12864 0.2831 -0.1162 0.3329 0.01
N -0.83958 1.84176 -1.05713 -0.0324 -0.8383 -0.3703 0.01
C -1.05736 2.91409 -1.96114 -0.0916 0.0792 0.0214 0.00
C -2.33883 3.21474 -2.43667 0.0510 0.0125 -0.0008 0.00
C -2.54876 4.26976 -3.30581 0.0163 -0.0153 0.0094 0.00
C -1.49348 5.08106 -3.69731 -0.0055 -0.0125 0.0069 0.00
C -0.22596 4.83327 -3.20111 -0.0377 -0.0173 0.0331 0.00
C -0.03151 3.76725 -2.33849 0.0975 -0.0467 -0.1848 0.00
I 1.87138 3.40551 -1.58807 -0.1495 -0.1586 0.2971 0.01
C -0.19393 -0.58433 1.92737 -0.5049 -0.0552 -0.2248 0.01
O 0.72101 -0.51962 0.85093 0.4431 -0.1113 -0.0857 0.01
H 1.71014 -0.69680 4.71657 0.0104 0.0045 -0.0087 0.00
H 2.20350 0.19365 3.26949 0.0275 0.0185 -0.0222 0.00
H 2.13731 -1.56928 3.23394 0.0039 -0.0322 -0.0218 0.00
H -2.62074 0.04173 4.68777 -0.0464 0.0011 0.0318 0.00
H -3.84302 1.21945 1.67360 0.0410 -0.0217 0.0598 0.00
H -4.37307 0.52174 3.21794 0.0437 -0.0034 -0.0117 0.00
H -5.43928 -0.53244 1.51440 0.0161 0.0025 -0.0470 0.00
H -2.35506 0.71050 -1.97256 -0.0905 0.1721 -0.0156 0.00
H -3.18613 2.63344 -2.10019 -0.0242 0.0344 0.0265 0.00
H -3.54948 4.47208 -3.66079 -0.0150 0.0052 -0.0072 0.00
H -1.65647 5.91259 -4.36688 -0.0104 0.0260 -0.0205 0.00
H 0.60238 5.47014 -3.47776 0.0299 0.0138 -0.0151 0.00
C 5.14436 4.37825 1.64641 -0.0186 0.0140 -0.0033 0.00
C 5.78804 3.33365 0.99451 0.0288 0.0198 0.0066 0.00
C 5.09202 2.19173 0.64046 -0.0750 0.0375 -0.0477 0.00
C 3.73346 2.12197 0.92706 0.1082 0.0016 0.1694 0.01
C 3.08152 3.15274 1.59473 0.0744 -0.0715 0.0528 0.02
C 3.79612 4.28186 1.96041 0.0416 -0.0265 0.0005 0.00
N 2.95392 0.96877 0.56909 0.1088 -0.5217 -1.1574 0.01
N 3.61260 -0.09277 0.47249 -0.4911 0.4554 0.8093 0.00
C 2.95239 -1.32008 0.33085 -0.1498 0.1121 -0.1577 0.00
C 3.79545 -2.40223 0.06179 -0.0766 0.0422 0.0015 0.00
C 3.31575 -3.69487 0.05369 -0.0769 0.0271 0.0004 0.00
C 1.97677 -3.92443 0.35193 0.0873 0.0031 0.0059 0.00
C 1.12710 -2.86774 0.63010 0.0212 0.1935 0.0269 0.00
C 1.60082 -1.56777 0.60370 -0.0899 -0.2175 -0.1429 0.00
H 5.69694 5.26950 1.90904 0.0179 0.0049 0.0396 0.00
H 6.84162 3.40675 0.76460 0.0202 0.0168 -0.0233 0.00
H 5.58074 1.37142 0.13619 -0.0098 -0.0129 -0.0174 0.00
H 2.03117 3.05382 1.84212 -0.0021 0.0059 -0.0203 0.02
H 3.30128 5.08037 2.49438 -0.0173 0.0314 -0.0039 0.00
H 4.83803 -2.18626 -0.12337 0.0356 0.0047 0.0165 0.00
H 3.97929 -4.52112 -0.15411 0.0146 -0.0160 -0.0193 0.00
H 1.59310 -4.93475 0.37499 -0.0177 -0.0270 -0.0074 0.00
H 0.09011 -3.03808 0.87801 -0.0419 -0.0184 0.0092 0.00
N -1.78491 0.01925 -0.07361 -0.0953 0.9055 -1.6209 0.00
C -2.05384 -1.21242 0.29861 0.4865 1.1447 -0.1399 0.00
N -2.35077 -2.35279 -0.23135 0.0125 0.0843 0.3754 0.00
C -2.71852 -2.55856 -1.63338 0.0428 0.0300 -0.0364 0.00
C -4.18166 -2.98166 -1.67734 0.0159 0.0403 -0.1093 0.00
O -4.39308 -4.13175 -0.88666 0.0083 -0.0293 -0.0462 0.00
C -4.09617 -3.88495 0.47217 0.0458 -0.0182 0.1031 0.00
C -2.62709 -3.50716 0.63309 -0.0414 -0.0135 0.0437 0.00
H -2.08084 -3.35447 -2.02105 0.0010 0.0278 -0.0300 0.00
H -2.50609 -1.65652 -2.19892 -0.0141 0.0125 -0.0399 0.00
H -4.46276 -3.24185 -2.69700 0.0071 0.0286 0.0204 0.00
H -4.82082 -2.15919 -1.32851 0.0198 -0.0026 -0.0045 0.00
H -4.30920 -4.80268 1.01857 0.0152 0.0238 -0.0100 0.00
H -4.72217 -3.07509 0.86310 0.0463 -0.0485 0.0008 0.00
H -1.99136 -4.33081 0.29854 -0.0119 0.0042 0.0418 0.00
H -2.38812 -3.24369 1.66394 -0.0395 -0.0120 -0.0162 0.00
C 1.66704 -1.35097 -3.80470 -0.0001 0.0037 0.0401 0.01
C 1.03190 -0.72384 -2.58058 -0.0817 -0.1528 -0.1241 0.01
O -0.12713 -1.01955 -2.26526 -0.2213 0.0263 0.1306 0.00
O 1.77625 0.10824 -1.95482 0.1980 0.1918 0.1037 0.13
H 1.25697 -2.34328 -3.97496 -0.0188 -0.0047 0.0005 0.00
H 2.74850 -1.39388 -3.70675 0.0247 0.0049 0.0028 0.00
H 1.42904 -0.73096 -4.67052 -0.0026 0.0056 -0.0075 0.00
```
Forces are in eV/Å.

***

(2)
Molecular formula: C5H13N
Method: DFT, wB97M-V/def2-TZVPD

Computed properties:
SMILES string ... C=CC.CCN
LUMO energy ... 1.10 eV
Charge ... 0
Frontier orbital gap ... 10.427 eV
Energy above the lowest of the compared OMol25 structures with the same formula, charge and spin ... 48.55 kcal/mol
Strongest force on any atom ... 3.8 eV Å⁻¹

```
19
Properties=species:S:1:pos:R:3:forces:R:3:nbo_charge:R:1
C -1.71416 -0.84303 -1.04311 -1.3714 0.2969 -1.5632 -0.67
C -1.83799 -1.06656 0.41984 0.9825 -1.9049 1.5504 -0.17
C -2.09983 -0.21997 1.41959 -0.3020 0.7190 -0.2533 -0.43
H -2.30752 -1.63523 -1.59975 0.9941 0.5021 0.6265 0.22
H -2.31647 0.07929 -1.35446 1.4535 -0.7059 0.3381 0.21
H -0.61907 -0.87681 -1.39558 -1.7787 0.3510 0.4696 0.25
H -1.56471 -2.13424 0.71331 -0.1704 1.4119 -0.2330 0.19
H -1.97326 -0.43443 2.50973 -0.3499 -0.1148 -1.2504 0.21
H -2.47102 0.79572 1.16026 0.4921 -0.5743 0.3156 0.19
C 2.48110 -0.22531 -0.01771 -0.1604 -1.3708 -0.5304 -0.63
C 1.44111 0.82344 0.31126 -0.3116 0.2826 2.1777 -0.24
N 0.79925 1.34866 -0.90841 3.0014 2.3810 0.0907 -0.85
H 2.68691 -0.16852 -1.09454 0.3684 0.2400 0.2935 0.22
H 3.37384 -0.06619 0.57931 0.2450 -0.1282 -0.1591 0.21
H 2.17755 -1.29907 0.10844 -0.0760 0.9590 0.1898 0.20
H 0.72116 0.49237 1.08656 -0.1350 -0.4066 -0.9338 0.20
H 1.96351 1.57005 0.99168 -0.4044 -0.0270 -1.3302 0.16
H -0.16461 1.61211 -0.80150 -0.1506 0.3241 0.3405 0.37
H 1.42424 2.24772 -1.08494 -2.3266 -2.2352 -0.1392 0.36
```
Forces are in eV/Å.

***

(3)
Molecular formula: C4H22N2O9
Method: DFT, wB97M-V/def2-TZVPD

Computed properties:
LUMO energy (spin up / spin down) ... -4.25 / -9.61 eV
Multiplicity ... 2
Charge ... +1
Frontier orbital gap (spin up / spin down) ... 9.995 / 4.615 eV
Energy above the lowest of the compared OMol25 structures with the same formula, charge and spin ... 0.00 kcal/mol
Strongest force on any atom ... 3.7 eV Å⁻¹
<S²> ... 0.758

```
37
Properties=species:S:1:pos:R:3:forces:R:3:nbo_charge:R:1
O -1.29316 -2.13732 1.09285 0.2228 0.2201 0.0598 -0.42
C -0.13178 -1.85044 1.12061 0.4476 -3.4612 -1.1699 0.72
N 0.82964 -2.81287 0.79634 -0.2930 1.4921 0.5544 -0.63
C 2.23622 -2.66529 0.83760 -0.3823 -0.4935 -0.9063 0.53
O 2.89720 -3.54524 0.37943 0.2226 0.3646 0.4093 -0.45
C 0.33068 -0.38063 1.22452 0.2428 1.6802 0.6382 -0.17
C -0.67082 0.49996 2.03264 0.4455 -1.1917 1.5965 -0.64
N 0.45104 -0.06135 -0.17531 0.1881 1.7969 2.4183 -0.52
H 0.56987 -3.71374 0.39941 -0.5748 0.0727 0.3105 0.46
H 2.56367 -1.69853 1.20074 0.5399 0.1237 0.3287 0.14
H 1.25947 -0.35793 1.82578 0.0554 -0.1667 -1.0235 0.29
H -0.19814 0.79500 3.00370 0.2931 0.4026 -1.1762 0.27
H -1.04757 1.34379 1.48358 -0.2201 0.3110 -0.1412 0.25
H -1.44155 -0.11874 2.49481 -0.5441 0.0158 -0.8040 0.26
H -0.32359 0.55414 -0.43210 -0.2606 -0.3715 -0.5680 0.42
H 1.31431 0.43798 -0.41252 0.3829 -0.5449 -0.5775 0.45
H -2.48846 1.72903 -1.16985 -0.4929 0.5383 -0.4129 0.51
H -2.40532 3.27951 -1.59958 -0.4644 -0.0738 -0.1498 0.50
O -2.00370 2.57350 -1.09585 1.2026 -0.5101 0.4577 -1.02
H 2.87542 2.41399 2.11466 0.7026 -0.2272 -0.4161 0.48
H 3.99351 1.44698 1.51861 0.1317 0.4748 -0.7140 0.48
O 3.50326 1.69683 2.29371 -0.9400 -0.2807 0.9777 -0.96
H 2.06801 2.65383 -1.58629 0.8868 -0.0449 0.0895 0.49
H 3.44132 2.23749 -2.07796 0.0886 0.1372 0.0600 0.47
O 3.00018 2.59079 -1.29713 -0.3239 -0.1414 0.2228 -0.97
H -0.08858 2.30015 -2.07279 -0.1560 0.5061 0.0737 0.51
H 0.34102 1.02914 -2.69756 0.6097 0.4180 -0.2677 0.48
O 0.72888 1.85963 -2.35833 -1.5081 -1.0184 -0.1043 -0.97
H -3.40319 -0.26206 -2.18429 -0.1457 0.4501 0.1909 0.50
H -2.95668 -0.56258 -0.78999 -0.2626 -0.0727 0.3654 0.48
O -3.30278 0.16711 -1.31507 0.3805 -0.6474 -0.4800 -0.95
H 0.40169 -1.97944 -3.35618 0.6283 0.1827 0.1978 0.49
H -0.30582 -1.82790 -1.92195 0.6626 0.0620 -0.2614 0.46
O -0.37956 -2.12473 -2.83160 -1.2439 -0.1939 0.0999 -0.94
H -3.68443 -0.36889 1.81138 0.4309 -0.3684 -0.2036 0.47
H -2.96194 -1.83000 1.73645 0.0484 0.6264 -0.1809 0.48
O -3.71833 -1.31115 2.00755 -1.0008 -0.0669 0.5063 -0.95
```
Forces are in eV/Å.

***

- What is the formula in the first record?
  C33H32IIrN6O5